Molecular formula: C15H29BN2O3
Method: DFT, the ωB97M-V functional and the def2-TZVPD basis

```
50
Properties=species:S:1:pos:R:3
O 0.66374 -1.79279 1.02220
O 3.44357 1.38639 2.89068
O 1.52490 -0.06085 3.01812
B 2.63899 0.39382 2.35726
C 0.74169 -1.00455 0.09006
N 1.80749 -0.11057 0.03382
N -1.66505 -1.06645 -0.49173
C 1.52798 -2.44825 -2.28266
C -0.87315 -2.41662 -3.11152
C 1.96366 0.84336 -1.04289
C -3.50142 2.32372 1.50640
C -2.01511 2.05093 1.84628
C -4.27199 1.00668 1.38054
C -1.42859 0.79378 1.21314
C -3.74310 0.18642 0.19493
C 3.41358 1.31709 -1.11237
C -2.18628 0.25941 -0.00658
C 4.05670 0.79955 0.21799
C 0.04218 -2.33606 -1.89638
C 3.00757 -0.15058 0.88584
C -0.25533 -1.09014 -1.01244
H 3.07283 1.60791 3.73966
H 1.12501 -0.71633 2.39470
H -1.71467 -1.71584 0.28823
H 1.77632 -1.77970 -3.14858
H 2.20715 -2.12433 -1.49532
H 1.79613 -3.48161 -2.53238
H -0.72581 -3.33905 -3.67111
H -0.61085 -1.58788 -3.78907
H -1.90192 -2.33721 -2.81167
H 1.68016 0.36048 -1.98328
H 1.28564 1.69209 -0.89397
H -3.56885 2.83126 0.53420
H -4.00139 3.02611 2.18695
H -1.45665 2.96906 1.59164
H -1.92055 1.99527 2.95915
H -5.37370 1.16557 1.31995
H -4.16838 0.42049 2.29392
H -1.40902 -0.02445 1.93701
H -0.35574 0.99377 0.95393
H -4.28496 0.48853 -0.71564
H -4.04491 -0.86650 0.32269
H 3.95403 0.80674 -1.93634
H 3.52252 2.41395 -1.28214
H -2.03836 0.97524 -0.81971
H 5.02121 0.31669 0.01376
H 4.21120 1.65435 0.89684
H -0.18477 -3.21467 -1.24727
H 3.38275 -1.18507 0.87737
H -0.16649 -0.22917 -1.68421
```

Values from the calculation:
- charge = 0
- SMILES = CC(C)[C@@H](NC1CCCCC1)C(=O)N1CCC[C@H]1B(O)O
- Kohn-Sham gap (eV) = 9.52
- energy relative to the best compared isomer or geometry (same formula, charge and spin) (kJ/mol) = 25.9